No. 1
This record from OMol25 describes an isolated ion of composition H2NO3S2 and charge -1 in a non-equilibrium geometry. The level of theory is ωB97M-V/def2-TZVPD.

Summary:
HOMO energy ... -0.16292 hartree
Gap between HOMO and LUMO ... 7.97 eV
Total energy ... -1078.0934 Eh
Structure (SMILES) ... NSS(=O)(=O)[O-]
ΔE to the lowest compared entry with this formula, charge and spin ... 46.5 kJ/mol

```
! wB97M-V def2-TZVPD RIJCOSX def2/J DEFGRID3
* xyz -1 1
S -1.21418 -0.68248 0.60094
S 0.18980 0.90540 0.55708
O 0.24022 1.19617 -0.88593
O 1.36949 0.30525 1.08563
O -0.28323 2.06883 1.28565
N -0.10805 -1.51944 -0.50710
H 0.39563 -0.60254 -0.67776
H -0.58969 -1.67119 -1.45851
*
```

Löwdin population analysis, charges in e, atoms 1 to 4: number 1, S, carries 0.547; number 2, S, carries 0.128; number 3, O, carries -0.435; number 4, O, carries -0.388

***

No. 2
This record from OMol25 describes the molecule H2NO4P in a non-equilibrium geometry. The level of theory is ωB97M-V/def2-TZVPD.

Summary:
HOMO energy (spin up / spin down) ... -0.36914 / -0.37191 hartree
Gap between HOMO and LUMO (spin up / spin down) ... 8.55 / 8.61 eV
Total energy ... -698.2637 Eh
Structure (SMILES) ... O=NP(=O)(O)O
ΔE to the lowest compared entry with this formula, charge and spin ... 35.9 kJ/mol

```
! wB97M-V def2-TZVPD RIJCOSX def2/J DEFGRID3
* xyz 0 1
P 0.13847 -0.33949 0.07909
O 0.81058 1.06835 0.55499
O 0.44937 -1.38302 1.05306
O -2.23839 0.53372 0.30798
O 0.61607 -0.52069 -1.38385
N -1.48563 -0.07453 -0.42507
H 1.49224 -0.74342 -1.43273
H 0.21730 1.45909 1.24653
*
```

Löwdin population analysis, charges in e, atoms 1 to 4: number 1, P, carries 0.362; number 2, O, carries -0.131; number 3, O, carries -0.241; number 4, O, carries 0.001

***

No. 3
This record from OMol25 describes an isolated ion of composition H2NO4S and charge -1 in a non-equilibrium geometry. The level of theory is ωB97M-V/def2-TZVPD.

Summary:
HOMO energy ... -0.15636 hartree
Gap between HOMO and LUMO ... 8.33 eV
Total energy ... -755.0424 Eh
ΔE to the lowest compared entry with this formula, charge and spin ... 199.5 kJ/mol

```
! wB97M-V def2-TZVPD RIJCOSX def2/J DEFGRID3
* xyz -1 1
S -1.59435 -0.21692 -0.50250
O 0.68054 -1.32115 -0.53929
O -1.43044 -1.10784 0.70710
O -1.81810 1.20116 -0.07390
O 0.85218 1.08550 -0.32974
N 0.23784 -0.21450 -1.15542
H 0.16510 -1.59830 0.27873
H 0.18958 1.64636 -0.68142
*
```

Löwdin population analysis, charges in e, atoms 1 to 4: number 1, S, carries 0.722; number 2, O, carries -0.195; number 3, O, carries -0.558; number 4, O, carries -0.565

***

No. 4
This record from OMol25 describes the molecule H2NO5PS in a non-equilibrium geometry. The level of theory is ωB97M-V/def2-TZVPD.

Summary:
HOMO energy ... -0.43077 hartree
Gap between HOMO and LUMO ... 11.36 eV
Total energy ... -1171.7297 Eh
ΔE to the lowest compared entry with this formula, charge and spin ... 114.7 kJ/mol

```
! wB97M-V def2-TZVPD RIJCOSX def2/J DEFGRID3
* xyz 0 1
S -0.65673 -1.48200 -0.52043
P 0.66082 0.33557 0.84496
O -1.08171 -0.64248 0.69587
O -1.00473 -0.82073 -1.73418
O -0.67435 -2.86776 -0.35404
O 1.25378 0.95155 2.05975
O 1.00053 -0.95807 0.03550
N 0.34119 1.52190 -0.17874
H -0.23663 1.42969 -1.09164
H 0.39782 2.53232 0.24294
*
```

Löwdin population analysis, charges in e, atoms 1 to 4: number 1, S, carries 0.601; number 2, P, carries 0.539; number 3, O, carries -0.352; number 4, O, carries -0.237

***

No. 5
This record from OMol25 describes a 2-piece molecular cluster, H2NOP overall in a non-equilibrium geometry. The level of theory is ωB97M-V/def2-TZVPD.

Summary:
HOMO energy ... -0.32703 hartree
Gap between HOMO and LUMO ... 7.48 eV
Total energy ... -472.4666 Eh
ΔE to the lowest compared entry with this formula, charge and spin ... 299.6 kJ/mol

```
! wB97M-V def2-TZVPD RIJCOSX def2/J DEFGRID3
* xyz 0 1
P 1.42655 -0.48477 -0.25753
O 2.05846 0.77498 0.06933
N -0.97796 -0.22108 0.34640
H -1.55307 -0.74327 -0.33613
H -0.95397 0.67413 0.17793
*
```

Löwdin population analysis, charges in e, atoms 1 to 4: number 1, P, carries 0.913; number 2, O, carries -0.545; number 3, N, carries -0.132; number 4, H, carries -0.051

***

No. 6
This record from OMol25 describes the molecule H2O. The level of theory is ωB97M-V/def2-TZVPD.

Summary:
HOMO energy ... -0.42866 hartree
Gap between HOMO and LUMO ... 12.73 eV
Total energy ... -76.4325 Eh
Structure (SMILES) ... O
ΔE to the lowest compared entry with this formula, charge and spin ... 2.8 kJ/mol

```
! wB97M-V def2-TZVPD RIJCOSX def2/J DEFGRID3
* xyz 0 1
O -0.00491 -0.35943 0.21651
H -0.28066 0.52651 0.46665
H 0.28557 -0.16708 -0.68316
*
```

Partial atomic charges computed with the Löwdin method, in multiples of e: number 1, O, carries -0.061; number 2, H, carries 0.029; number 3, H, carries 0.033